{
  "formula": "C6H10N2",
  "method": "ωB97M-V/def2-TZVPD",
  "species": ["H", "H", "H", "H", "H", "H", "C", "C", "H", "C", "C", "N", "C", "H", "C", "N", "H", "H"],
  "coordinates": [[0.54, 0.46, 3.25], [2.01, -0.04, -1.83], [0.51, 0.70, -1.71], [-2.09, -2.63, -0.88], [-2.27, 1.74, 1.25], [2.94, 1.15, -0.14], [1.47, 0.99, 1.33], [1.32, 0.15, -1.10], [1.66, 2.16, -0.36], [-1.21, -1.93, -0.71], [0.77, 0.70, 2.25], [-2.30, 0.08, 0.47], [1.91, 1.18, -0.06], [-0.64, -2.26, 0.13], [-1.85, -0.66, -0.35], [-3.00, 1.00, 0.87], [-0.67, -1.98, -1.58], [0.87, -0.80, -0.82]],
  "total_energy_ha": -343.9114,
  "homo_ev": -7.9,
  "e_above_lowest_kcal_mol": 141.4,
  "orbital_gap_ha": 0.3187
}

{
  "formula": "C4H5Cl3NP",
  "method": "ωB97M-V/def2-TZVPD",
  "species": ["N", "H", "H", "C", "H", "H", "H", "C", "Cl", "C", "Cl", "P", "Cl", "C"],
  "coordinates": [[-0.48, 3.16, 0.23], [0.56, -2.26, 0.65], [-1.64, 0.73, -1.49], [-0.07, 2.58, 1.14], [-0.65, -0.70, -2.37], [1.56, -1.02, 0.59], [0.10, 0.73, -1.85], [-0.36, -0.50, -0.23], [-0.15, -1.17, 2.63], [0.78, -1.41, 0.01], [0.53, 1.96, 2.50], [-1.20, -0.09, 1.23], [1.62, -2.08, -1.45], [-0.62, 0.07, -1.59]],
  "total_energy_ha": -1932.0316,
  "homo_ev": -9.1,
  "smiles": "C/C(CCl)=P/Cl.N#CCl",
  "e_above_lowest_kcal_mol": 13.2,
  "orbital_gap_ha": 0.3287
}

{
  "formula": "C24H66CdCl2N6O14",
  "method": "ωB97M-V/def2-TZVPD",
  "species": ["H", "C", "H", "H", "H", "H", "H", "H", "H", "H", "H", "H", "H", "O", "C", "H", "Cl", "H", "H", "H", "H", "H", "N", "C", "O", "H", "H", "H", "H", "H", "C", "H", "O", "H", "N", "H", "O", "H", "H", "H", "H", "N", "N", "C", "H", "H", "C", "H", "H", "H", "C", "O", "H", "O", "H", "C", "H", "C", "C", "C", "H", "H", "H", "C", "H", "O", "O", "H", "C", "H", "H", "C", "C", "H", "C", "N", "O", "O", "O", "H", "H", "H", "O", "N", "Cd", "H", "H", "H", "H", "Cl", "H", "H", "O", "H", "C", "H", "C", "H", "H", "C", "C", "H", "H", "O", "C", "H", "H", "C", "H", "C", "H", "C", "H"],
  "coordinates": [[21.85, -19.44, 18.69], [20.83, -25.28, 16.69], [17.19, -20.96, 11.72], [21.58, -18.71, 20.21], [20.90, -16.78, 16.85], [19.88, -21.70, 15.47], [21.16, -17.79, 14.14], [22.70, -21.20, 14.22], [18.49, -18.20, 13.83], [16.61, -22.76, 14.58], [23.28, -16.91, 16.04], [16.85, -24.21, 15.54], [19.11, -18.56, 21.06], [23.72, -17.36, 14.14], [14.63, -16.86, 16.17], [14.92, -18.47, 13.86], [17.76, -14.58, 17.39], [18.36, -22.05, 12.56], [21.89, -25.42, 16.89], [18.84, -22.71, 17.48], [16.59, -18.26, 15.79], [18.86, -20.85, 11.36], [17.19, -20.81, 16.10], [14.45, -18.93, 17.47], [18.77, -13.54, 17.55], [22.28, -20.92, 16.65], [21.32, -19.98, 14.31], [17.42, -21.21, 20.73], [21.22, -23.72, 14.52], [21.29, -17.84, 18.68], [17.20, -23.19, 15.39], [24.39, -18.31, 12.48], [18.35, -20.18, 13.30], [15.49, -19.80, 13.62], [15.82, -18.91, 13.96], [17.12, -22.87, 20.18], [15.25, -19.79, 18.31], [17.08, -17.09, 16.76], [13.73, -21.31, 18.20], [23.02, -18.51, 15.75], [21.98, -15.48, 13.83], [19.34, -19.39, 17.81], [21.28, -21.03, 16.70], [16.98, -22.20, 16.52], [18.00, -20.90, 15.50], [18.98, -17.38, 19.82], [22.88, -17.55, 15.25], [19.69, -16.85, 15.87], [20.23, -25.67, 17.51], [16.27, -18.94, 11.89], [16.67, -18.48, 12.79], [17.70, -15.36, 18.62], [15.13, -15.96, 15.79], [16.49, -14.12, 16.91], [20.54, -25.83, 15.80], [18.79, -18.43, 20.03], [18.78, -22.22, 20.27], [17.80, -22.58, 17.78], [21.30, -23.26, 15.51], [16.58, -18.15, 20.62], [21.15, -21.72, 17.42], [13.66, -16.46, 16.48], [24.16, -19.33, 13.77], [17.74, -21.99, 20.04], [17.51, -23.53, 18.24], [20.52, -23.92, 16.47], [14.66, -21.88, 12.82], [13.57, -18.64, 18.04], [23.70, -18.46, 13.31], [13.59, -20.23, 19.48], [18.26, -23.22, 15.12], [18.15, -18.83, 13.01], [18.17, -21.05, 12.18], [20.27, -15.53, 14.13], [21.24, -15.67, 14.61], [16.70, -18.03, 16.77], [17.47, -18.79, 19.73], [18.24, -15.37, 16.29], [13.38, -23.42, 13.95], [16.48, -17.11, 20.30], [16.81, -16.25, 13.52], [22.33, -23.50, 15.77], [13.70, -21.29, 14.93], [20.52, -17.37, 16.11], [17.30, -19.64, 17.90], [14.36, -17.43, 15.28], [17.36, -16.67, 11.95], [15.44, -17.19, 18.17], [19.68, -18.53, 17.40], [13.54, -22.05, 13.70], [14.07, -19.42, 16.57], [15.60, -18.63, 20.49], [17.62, -21.52, 18.72], [19.86, -20.32, 19.69], [19.76, -19.33, 19.23], [21.40, -14.93, 15.38], [21.16, -18.78, 19.21], [22.72, -18.84, 13.00], [15.64, -16.68, 12.26], [14.35, -20.75, 18.90], [20.96, -21.77, 15.48], [16.88, -18.24, 21.66], [14.84, -21.50, 19.52], [12.29, -21.64, 13.19], [21.62, -21.03, 14.29], [18.86, -18.55, 12.23], [21.30, -21.43, 13.33], [15.35, -17.72, 17.22], [20.04, -19.96, 17.37], [16.61, -16.93, 12.69], [15.93, -22.36, 16.75], [21.45, -17.16, 14.98], [16.53, -20.55, 15.39]],
  "total_energy_ha": -3423.3327,
  "homo_ev": -8.7,
  "orbital_gap_ha": 0.3111
}

{
  "formula": "C3H8N5",
  "method": "ωB97M-V/def2-TZVPD",
  "species": ["N", "H", "H", "H", "H", "N", "H", "C", "H", "N", "H", "C", "C", "H", "N", "N"],
  "coordinates": [[-1.01, -1.26, 0.53], [-0.76, 2.20, -0.73], [-1.06, -2.32, 0.71], [2.23, -0.79, -0.48], [2.06, 1.29, -0.43], [0.29, 0.75, 0.12], [0.88, -1.30, -1.33], [-0.88, 1.28, -0.25], [0.73, -0.58, 1.63], [1.40, 1.46, 0.37], [-2.80, -1.19, -0.30], [-2.00, -0.62, -0.03], [0.31, -0.60, 0.62], [1.27, 2.52, 0.54], [-2.00, 0.63, -0.48], [1.34, -1.46, -0.48]],
  "charge": 1,
  "total_energy_ha": -392.5563,
  "homo_ev": -14.0,
  "smiles": "N[C@@H]1[NH+]=CN=CN1N",
  "e_above_lowest_kcal_mol": 57.2,
  "orbital_gap_ha": 0.3290
}

Repeat the fourth record exactly.
{
  "formula": "C3H8N5",
  "method": "ωB97M-V/def2-TZVPD",
  "species": ["N", "H", "H", "H", "H", "N", "H", "C", "H", "N", "H", "C", "C", "H", "N", "N"],
  "coordinates": [[-1.01, -1.26, 0.53], [-0.76, 2.20, -0.73], [-1.06, -2.32, 0.71], [2.23, -0.79, -0.48], [2.06, 1.29, -0.43], [0.29, 0.75, 0.12], [0.88, -1.30, -1.33], [-0.88, 1.28, -0.25], [0.73, -0.58, 1.63], [1.40, 1.46, 0.37], [-2.80, -1.19, -0.30], [-2.00, -0.62, -0.03], [0.31, -0.60, 0.62], [1.27, 2.52, 0.54], [-2.00, 0.63, -0.48], [1.34, -1.46, -0.48]],
  "charge": 1,
  "total_energy_ha": -392.5563,
  "homo_ev": -14.0,
  "smiles": "N[C@@H]1[NH+]=CN=CN1N",
  "e_above_lowest_kcal_mol": 57.2,
  "orbital_gap_ha": 0.3290
}